Entry from the Open Molecules 2025 dataset: C34H50ClFI2N2O11P2S as an isolated structure (ωB97M-V/def2-TZVPD).

The geometry in XYZ format:
```
104
Properties=species:S:1:pos:R:3:forces:R:3
C 1.8377 1.0138 4.8387 0.499 0.079 0.111
C 3.1151 0.1893 4.8413 -0.758 -0.067 0.056
N 3.1132 -0.8159 3.7653 1.252 0.082 0.258
C 3.7769 -0.3050 2.5242 -0.766 -0.251 0.551
C 2.7627 0.3520 1.6036 0.156 -0.230 0.009
C 3.1607 0.5529 0.1251 0.121 1.787 1.356
Cl 4.9857 0.5657 0.0132 -0.189 -0.009 -0.024
O 2.5671 -0.2377 -0.8386 -0.621 -0.120 -0.108
C 2.5625 -1.6569 -0.8299 0.132 -1.074 -0.269
C 2.3527 -2.2983 0.5362 -0.640 0.343 0.930
O 1.0152 -2.1465 0.9657 0.078 0.265 -0.412
C 0.8223 -2.2101 2.3602 -0.511 -0.480 0.019
C 3.9045 -2.2069 -1.4630 0.828 1.282 0.093
I 5.3740 -2.7398 0.0519 -0.669 -1.546 0.818
C 4.6036 -1.2868 -2.5422 0.794 -1.036 -0.261
C 4.5900 -1.9171 -3.9515 0.047 0.299 0.248
I 6.7526 -1.0186 -2.2118 0.439 0.904 -1.078
C 1.3451 -2.1628 -1.7382 0.455 -0.634 -0.593
S 1.1912 -4.0191 -1.6830 -0.564 -0.101 0.362
O 0.0277 -1.8544 -1.3606 0.133 -0.219 -0.601
C -0.5251 -0.5994 -1.1918 -0.534 0.275 0.779
F -0.0649 0.3631 -2.0389 0.502 0.228 -0.359
C -2.0140 -0.7497 -1.3490 0.166 -0.492 0.421
C -2.7894 0.2998 -0.5759 -0.885 -0.429 -0.625
C -3.3214 -0.1922 0.7563 0.486 0.140 0.199
O -2.8056 0.6516 1.8044 -0.431 0.097 0.049
C -3.6431 0.6800 2.8911 0.318 -0.818 0.748
C -4.4294 1.9466 3.0319 0.455 -0.015 -0.304
O -3.7113 -0.2396 3.6694 -0.013 0.553 -0.654
P 1.5415 -1.6760 -3.5907 0.362 1.060 -0.288
N 1.9610 -3.1548 -4.3679 -0.643 0.466 0.000
O -0.0232 -1.4626 -4.0280 -0.012 -0.326 0.067
P 2.8079 2.3604 -0.4103 -0.321 -0.344 -2.214
C 4.1450 3.4169 0.2616 -0.687 -0.397 0.645
C 1.3005 2.9421 0.4475 0.767 0.138 0.935
C 3.9412 -1.9231 4.1816 1.341 0.252 0.765
C 3.4697 -3.2912 3.8213 -0.135 -0.071 -0.044
O 4.9944 -1.7636 4.7773 -1.135 -0.041 -0.366
H 1.9089 1.8903 4.2106 -0.123 0.207 -0.317
H 1.0114 0.3936 4.5351 -0.400 -0.135 -0.160
H 1.6593 1.3515 5.8491 -0.183 0.250 0.294
H 3.9987 0.8184 4.8451 0.312 0.116 -0.159
H 3.1285 -0.3467 5.7778 0.119 -0.288 0.290
H 4.2412 -1.1569 2.0516 0.513 0.090 -0.108
H 4.5467 0.3960 2.8153 0.433 0.124 -0.045
H 2.5395 1.3005 2.0689 -0.110 0.516 -0.166
H 1.8399 -0.2047 1.6387 -0.260 -0.007 -0.115
H 2.9959 -1.8576 1.2844 0.040 -0.137 -0.424
H 2.6164 -3.3447 0.5237 0.053 -0.421 -0.274
H 0.4373 -1.2669 2.7240 0.044 0.364 0.183
H 1.7116 -2.4894 2.9075 -0.415 0.480 -0.459
H 0.0604 -2.9510 2.5692 -0.273 -0.347 -0.026
H 3.7595 -3.1549 -1.9418 -0.284 -0.358 -0.080
H 4.1902 -0.2968 -2.5948 -0.095 0.363 0.373
H 4.3644 -2.9696 -3.9105 -0.054 -0.318 -0.062
H 3.8526 -1.4027 -4.5432 -0.285 0.009 -0.293
H 5.5281 -1.7908 -4.4596 0.348 0.029 -0.143
H 2.3801 -4.4228 -1.2353 0.187 0.123 -0.134
H -0.3319 -0.2545 -0.1807 0.464 0.146 0.323
H -2.2341 -1.7163 -0.9108 -0.148 -0.337 0.013
H -2.2924 -0.8251 -2.3914 0.081 0.267 -0.364
H -3.6613 0.5400 -1.1674 -0.240 0.309 -0.288
H -2.2517 1.2197 -0.4554 0.451 0.460 0.166
H -4.4050 -0.1527 0.7604 -0.331 0.094 0.109
H -3.0422 -1.2210 0.9501 0.159 -0.259 0.142
H -4.1227 2.6671 2.2915 0.084 0.250 -0.209
H -4.2559 2.3459 4.0173 -0.200 0.118 0.401
H -5.4730 1.7166 2.8839 -0.399 -0.039 0.164
H 1.1196 -3.7057 -4.5135 0.146 -0.435 0.206
H 2.2459 -2.8559 -5.2953 0.287 -0.124 -0.135
H -0.5724 -2.1995 -3.7370 -0.303 -0.054 0.085
H 4.9544 3.4030 -0.4427 0.442 0.013 -0.109
H 4.4692 3.1477 1.2602 0.253 -0.100 0.223
H 3.7367 4.4162 0.3229 -0.182 0.364 -0.136
H 0.8614 3.7276 -0.1433 -0.294 0.103 -0.380
H 1.5549 3.3963 1.4023 0.045 0.053 0.333
H 0.5729 2.1807 0.6651 -0.356 -0.454 -0.234
H 4.0151 -4.0354 4.3696 0.443 -0.242 0.122
H 3.6024 -3.4308 2.7540 0.191 -0.209 -0.282
H 2.4127 -3.4187 4.0021 -0.041 -0.129 0.404
C -2.7829 6.8535 -0.2982 0.004 0.015 0.015
C -3.7508 7.5833 -0.8436 0.005 -0.012 -0.002
C -4.3141 7.2432 -2.1766 0.014 0.023 0.039
O -5.1957 7.9089 -2.6718 -0.039 0.019 -0.027
C -3.7548 6.0581 -2.8742 -0.015 -0.007 -0.015
C -2.7864 5.3295 -2.3288 -0.002 -0.030 -0.027
C -2.2256 5.6689 -0.9984 0.028 -0.039 0.027
O -1.3474 4.9985 -0.4985 0.004 0.015 0.031
H -2.3574 7.0820 0.6710 0.023 -0.031 -0.012
H -4.1729 8.4506 -0.3520 -0.024 0.007 -0.034
H -4.1815 5.8260 -3.8410 -0.027 0.030 -0.016
H -2.3660 4.4606 -2.8190 0.035 -0.010 0.027
C -6.9824 -1.9181 -1.3310 -0.011 -0.014 0.021
C -7.1849 -3.2113 -1.0970 0.007 0.021 0.006
C -6.4801 -4.2565 -1.8840 0.010 0.067 -0.015
O -6.6650 -5.4330 -1.6737 -0.017 -0.095 0.017
C -5.5393 -3.8003 -2.9402 0.017 0.016 -0.003
C -5.3377 -2.5068 -3.1729 0.021 -0.019 -0.007
C -6.0432 -1.4645 -2.3865 0.010 0.036 -0.016
O -5.8556 -0.2845 -2.5968 0.043 0.008 0.046
H -7.4853 -1.1401 -0.7706 0.011 0.024 -0.024
H -7.8646 -3.5643 -0.3321 0.007 -0.039 -0.005
H -5.0359 -4.5776 -3.5006 -0.018 -0.031 0.020
H -4.6576 -2.1521 -3.9373 -0.017 0.039 0.003
```
Forces are in eV/Å.

calculated total energy: -4498.825375 Eh
energy relative to the best compared isomer or geometry (same formula, charge and spin): 0.000 eV
charge: 0
E_LUMO: -1.8102 eV
HOMO: -0.292 Eh